(1)
Here is a molecular structure, C46H32AsClIN5O3PPtS2 from the OMol25 dataset. Energies are from ωB97M-V with the def2-TZVPD basis set.

Positions of all 93 atoms, in Å:
1 Pt 1.90417 0.03861 -0.01710
2 Cl 7.39967 4.63331 -0.90500
3 C 6.38807 3.27631 -0.52470
4 C 6.96687 2.11811 -0.05750
5 C 6.16567 1.04601 0.28490
6 I 7.01127 -0.73119 1.03490
7 C 4.76657 1.05761 0.18720
8 O 4.07217 0.06771 0.56700
9 C 4.18447 2.26141 -0.35840
10 N 2.85327 2.27661 -0.53550
11 C 2.26717 3.36401 -0.97500
12 C 2.96807 4.54601 -1.24420
13 C 4.33057 4.55291 -1.10880
14 C 4.99607 3.38611 -0.68130
15 H 8.03857 2.04701 0.05680
16 H 1.19447 3.31781 -1.11330
17 H 2.42857 5.42751 -1.55620
18 H 4.91147 5.44301 -1.30270
19 N 1.49077 -0.91779 1.92010
20 C 2.23827 -0.53989 2.73920
21 C 3.01787 -0.05769 3.75290
22 C 2.80717 1.26551 4.14080
23 N 2.60197 2.36111 4.43530
24 C 4.03837 -0.82419 4.31250
25 N 4.87787 -1.46859 4.76710
26 C -1.64703 -0.64039 -0.00680
27 C -1.76273 -1.96039 -0.73140
28 As -3.56463 -2.75789 -0.55570
29 C -3.86063 -2.08319 1.27870
30 C -4.41463 -0.84959 1.60190
31 C -4.36963 -0.37039 2.90030
32 C -3.78653 -1.12569 3.90330
33 C -3.27273 -2.37689 3.60300
34 C -3.31283 -2.84929 2.30330
35 C -4.58533 -1.31789 -1.45490
36 C -5.96603 -1.29839 -1.26250
37 C -6.75443 -0.30159 -1.80800
38 C -6.17673 0.70401 -2.56710
39 C -4.81213 0.68161 -2.79490
40 C -4.02923 -0.32609 -2.25370
41 P -0.30293 0.50931 -0.53240
42 C -0.90533 1.91471 0.46140
43 C -0.04603 2.42051 1.42900
44 C -0.46303 3.42001 2.28940
45 C -1.75113 3.92281 2.18720
46 C -2.61773 3.41821 1.22900
47 C -2.20083 2.41951 0.36770
48 C -0.65823 0.88641 -2.27700
49 C -0.29693 -0.10819 -3.18790
50 C -0.53973 0.05711 -4.53700
51 C -1.13353 1.21801 -5.00510
52 C -1.44233 2.23291 -4.11350
53 C -1.20423 2.07471 -2.75740
54 H -1.43463 -0.81729 1.05430
55 H -2.58163 -0.07359 -0.07530
56 H -1.03753 -2.67139 -0.34760
57 H -1.57553 -1.88569 -1.80340
58 H -4.88803 -0.24369 0.83770
59 H -4.77163 0.60881 3.12630
60 H -3.72093 -0.73469 4.90980
61 H -2.82183 -2.97399 4.38320
62 H -2.89773 -3.82239 2.06360
63 H -6.41883 -2.07809 -0.65690
64 H -7.82253 -0.30089 -1.63760
65 H -6.78643 1.50171 -2.97130
66 H -4.34823 1.45561 -3.39270
67 H -2.96883 -0.32069 -2.46630
68 H 0.95747 2.01181 1.50120
69 H 0.22047 3.80411 3.02930
70 H -2.09063 4.71081 2.84610
71 H -3.62673 3.79901 1.14260
72 H -2.88723 2.02491 -0.37180
73 H 0.17807 -1.01749 -2.84420
74 H -0.25773 -0.72779 -5.22100
75 H -1.34683 1.33491 -6.05860
76 H -1.87513 3.15261 -4.47990
77 H -1.45363 2.87251 -2.07060
78 O 1.09587 -6.03079 -2.00040
79 S 0.77607 -4.85049 -1.24380
80 O -0.59573 -4.73659 -0.80640
81 N 1.20377 -3.47129 -2.07020
82 C 2.09517 -2.80939 -1.40560
83 S 2.74327 -1.33669 -1.97310
84 C 2.57347 -3.40709 -0.14570
85 C 3.53767 -2.92959 0.73090
86 C 3.80517 -3.66309 1.87600
87 C 3.15557 -4.86329 2.12270
88 C 2.20987 -5.35799 1.22960
89 C 1.92727 -4.60759 0.11540
90 H 4.06007 -2.00569 0.53610
91 H 4.52867 -3.28869 2.58480
92 H 3.39197 -5.41709 3.01850
93 H 1.70607 -6.29529 1.40610

As for the total energy: -6522.42394 Eh. The calculation puts the HOMO energy (spin up / spin down) at -0.1926 / -0.1926 Eh. Its net charge is -1. The calculation puts the HOMO-LUMO gap (spin up / spin down) at 6.3 / 6.3 eV.

(2)
Here is a molecular structure, C27H24F4MoN3O5STe from the OMol25 dataset. Energies are from ωB97M-V with the def2-TZVPD basis set.

Positions of all 66 atoms, in Å:
1 Mo -0.46483 -0.68358 0.26106
2 F -0.22024 -3.55860 1.08139
3 C -1.24875 -2.60596 1.02543
4 F -1.72184 -2.68516 2.34558
5 F -2.23991 -3.18672 0.28342
6 F -2.10083 4.15101 3.70532
7 C -1.88947 3.01946 2.97349
8 C -1.84965 1.76149 3.57617
9 C -1.50764 0.62906 2.79485
10 C -1.24831 0.76731 1.44576
11 C -1.32546 2.00606 0.84814
12 C -1.67328 3.15538 1.59439
13 H -1.92861 1.62372 4.64295
14 H -1.60163 -0.37997 3.19194
15 H -1.10075 2.17353 -0.21706
16 H -1.76342 4.11201 1.11349
17 C 2.86124 -1.42319 -3.81606
18 O 3.04242 -2.43134 -2.68109
19 C 1.86539 -2.89676 -2.15702
20 O 1.65775 -3.99875 -1.72573
21 H 1.78476 -1.29944 -3.97670
22 H 3.44933 -1.77302 -4.66837
23 H 3.22709 -0.44784 -3.44418
24 C -7.90118 1.36177 -2.45482
25 C -6.53219 0.80200 -2.30944
26 C -5.49992 1.27412 -3.11696
27 C -4.17583 0.83491 -3.00334
28 C -3.15719 1.37209 -3.99519
29 C -3.87470 -0.13714 -2.01878
30 Te -1.78750 -0.91081 -1.90156
31 C -4.89378 -0.57928 -1.14529
32 C -4.62117 -1.50227 0.04678
33 C -6.22160 -0.19193 -1.36178
34 H -7.88384 2.43875 -2.74385
35 H -8.51262 1.32162 -1.52454
36 H -8.47476 0.83977 -3.22737
37 H -5.79315 1.98144 -3.91081
38 H -3.52078 2.21288 -4.58290
39 H -2.83972 0.54602 -4.66029
40 H -2.23650 1.73084 -3.47738
41 H -3.78980 -1.18747 0.61739
42 H -4.40707 -2.52000 -0.26453
43 H -5.44809 -1.50665 0.76027
44 H -7.03553 -0.62566 -0.78699
45 O 9.62618 2.14937 1.26549
46 S 8.53584 1.35504 0.69295
47 O 7.59272 2.09069 -0.14512
48 O 8.95740 -0.02113 0.38709
49 C 7.39163 0.69159 1.93969
50 N 7.76657 0.31712 3.16379
51 C 7.07642 -0.63620 3.76082
52 C 5.76061 -0.89937 3.36352
53 C 5.35098 -0.28597 2.17410
54 N 6.16662 0.51406 1.48720
55 C 4.02221 -0.46256 1.59832
56 C 3.11590 -1.36666 2.16907
57 C 1.86005 -1.45000 1.58272
58 N 1.53294 -0.77939 0.42945
59 C 2.45309 0.06597 -0.09684
60 C 3.67767 0.30526 0.48493
61 H 7.59762 -1.12459 4.57830
62 H 5.05289 -1.47935 3.95140
63 H 3.31191 -1.94530 3.05003
64 H 1.15426 -2.13331 2.04437
65 H 2.21165 0.55729 -1.01316
66 H 4.38841 0.95374 -0.00390

As for the total energy: -2717.47500 Eh. The calculation puts the HOMO energy (spin up / spin down) at -0.1909 / -0.1969 Eh. Its net charge is -1. The calculation puts the HOMO-LUMO gap (spin up / spin down) at 5.9 / 5.9 eV. The multiplicity is 3.

(3)
Here is 14 unconnected molecules or ions with the total composition H29O14 from the OMol25 dataset. Energies are from ωB97M-V with the def2-TZVPD basis set.

Positions of all 43 atoms, in Å:
1 O -0.36677 -1.06806 -1.12693
2 H -2.72862 1.02823 2.42091
3 O 3.80437 2.41928 -0.19815
4 H 2.28430 1.03284 -0.66284
5 H 4.13885 2.42974 -1.10236
6 O -4.23473 -0.29640 -0.54475
7 H -0.40808 1.52319 -2.74072
8 H -4.46462 -0.16952 -1.46051
9 O 1.73096 0.25350 -0.53944
10 H -0.39912 -2.64682 3.13643
11 H 2.27757 -0.17314 0.14411
12 O 2.18673 -2.82278 -3.00656
13 H 2.54090 -2.73736 -3.90500
14 H 2.66406 -2.07353 -2.63896
15 O -1.87420 0.66342 0.17865
16 H 1.03952 -3.83705 1.10912
17 H -0.36367 1.70890 -4.36974
18 O 0.10646 2.96874 -1.11779
19 H 1.02785 2.99735 -0.85386
20 H 4.35711 3.00182 0.32295
21 O -3.11850 0.34920 2.94942
22 H -3.27964 0.80691 3.78177
23 H 2.31723 -3.23321 1.74349
24 O -0.48597 -1.97428 2.43045
25 H -0.59283 -0.79836 -0.20608
26 H 0.12094 -0.23347 -1.41908
27 O -1.70700 -2.27319 -2.61602
28 H 3.11142 0.73624 1.82928
29 H -4.79322 -0.14504 0.21248
30 O -0.41414 1.13730 -3.61205
31 H -1.72176 0.78149 1.13626
32 H -1.32357 -1.40728 -1.66610
33 O 0.14756 2.73690 3.01717
34 H -1.45002 -1.80419 2.34595
35 H 0.85168 2.72416 2.36127
36 O 2.25770 0.54632 2.21612
37 H 0.06788 3.66051 3.24246
38 H 2.09934 0.66280 3.15474
39 O 1.56294 -3.82461 1.93964
40 H -1.07829 -2.91728 -2.96174
41 H -2.77450 0.25247 0.24399
42 H -2.61437 -2.59048 -2.69893
43 H -0.50173 2.60474 -0.46904

As for the total energy: -1069.96954 Eh. The calculation puts the HOMO energy (spin up / spin down) at -0.5866 / -0.5866 Eh. Its net charge is +2. The calculation puts the HOMO-LUMO gap (spin up / spin down) at 9.5 / 2.3 eV. The multiplicity is 2.

Respective molar mass values: 1230.26; 802.10; 253.22 g/mol.
Respective largest force on an atom values: 2.43; 2.91; 2.47 eV/Å.